{
  "formula": "C28H53Br4NO5",
  "method": "wB97M-V/def2-TZVPD",
  "e_homo_ha": -0.2943,
  "total_charge": 0,
  "orbital_gap_ha": 0.304,
  "smiles": "c1cc[nH]c1.C1CCOC1.C1CCOC1.C1CCOC1.C1CCOC1.C1CCOC1.BrCCBr.BrCCBr",
  "symbols": ["Br", "Br", "Br", "Br", "O", "O", "O", "O", "O", "N", "C", "C", "C", "C", "C", "C", "C", "C", "C", "C", "C", "C", "C", "C", "C", "C", "C", "C", "C", "C", "C", "C", "C", "C", "C", "C", "C", "C", "H", "H", "H", "H", "H", "H", "H", "H", "H", "H", "H", "H", "H", "H", "H", "H", "H", "H", "H", "H", "H", "H", "H", "H", "H", "H", "H", "H", "H", "H", "H", "H", "H", "H", "H", "H", "H", "H", "H", "H", "H", "H", "H", "H", "H", "H", "H", "H", "H", "H", "H", "H", "H"],
  "positions_angstrom": [[14.780670, -3.231460, 18.032860], [15.484480, 0.092000, 14.751950], [15.604510, 2.680130, 8.083780], [19.643790, 1.323530, 9.809640], [9.936480, -2.093210, 15.191580], [11.596900, 4.700840, 19.612700], [23.701500, -2.370220, 16.169880], [12.664630, -6.748840, 11.274780], [18.615090, -0.596950, 20.841400], [12.635000, 6.002550, 12.570890], [23.023250, -1.145220, 16.388600], [8.720470, -2.930740, 13.379750], [15.358800, -0.877240, 16.545890], [8.648920, -2.330130, 15.781870], [24.859450, -2.586680, 17.090130], [23.873540, -0.491830, 17.541880], [10.401180, 6.526800, 12.608220], [11.135510, 3.445320, 21.517420], [15.177400, -2.322480, 16.306550], [12.435320, 3.512290, 19.488650], [17.367460, 1.828580, 8.077200], [7.898750, -3.068110, 14.687700], [11.655270, -7.703790, 10.874440], [11.735540, -8.820320, 11.993590], [12.038420, 5.181310, 13.479250], [19.174250, -1.919080, 21.075050], [9.760010, -1.951710, 13.811150], [11.285750, 4.890690, 20.998350], [24.664690, -1.629400, 18.241220], [17.369740, -1.304080, 22.579000], [12.573810, -8.183260, 13.075500], [10.691340, 5.489470, 13.546800], [18.105980, 2.526480, 9.226140], [11.923870, 2.521130, 20.503560], [13.431150, -7.249840, 12.284710], [18.015180, -0.118260, 22.036460], [11.659160, 6.867330, 12.094100], [18.170760, -2.545310, 22.064140], [20.185910, -1.777420, 21.455300], [11.510190, 3.312480, 22.532350], [11.863850, 7.629960, 11.357280], [14.489220, -0.540950, 17.110550], [13.466350, 3.847810, 19.600460], [23.223990, 0.064190, 18.217920], [12.127790, -9.745230, 11.570770], [12.314340, 3.137600, 18.472250], [17.577210, -3.315170, 21.571080], [13.622050, 5.982630, 12.357720], [7.783130, -4.109210, 14.989110], [16.121860, -2.783000, 16.016710], [14.539220, -2.630540, 15.478340], [6.879340, -2.690710, 14.607260], [16.345040, -0.726970, 16.985040], [21.976850, -1.178080, 16.692030], [24.437820, 0.251840, 16.979160], [10.148470, 2.998150, 21.399610], [8.222900, -1.375060, 16.089200], [24.037540, -2.067480, 19.017660], [12.094020, -7.598240, 13.860130], [9.241670, -3.823570, 13.034350], [14.210950, -7.740780, 11.702490], [11.363600, 1.821120, 19.883740], [9.470270, 6.889870, 12.198370], [25.562710, -1.301940, 18.765090], [13.208560, -8.873650, 13.630980], [25.030710, -3.623690, 17.378850], [18.051040, 2.127940, 7.282720], [18.468390, 0.650230, 22.662660], [13.919820, -6.476180, 12.876950], [9.513280, -0.918410, 13.567190], [12.180630, 5.349780, 21.418510], [16.302680, -1.215290, 22.375070], [17.350210, 0.739070, 8.104850], [19.282350, -2.364790, 20.086240], [10.653600, -7.336420, 10.651260], [23.066860, -0.561040, 15.469400], [25.766050, -2.249880, 16.587390], [12.552620, 4.324770, 13.889520], [12.578430, 2.001330, 21.203180], [17.243410, 0.524550, 21.613060], [10.776960, -9.105850, 12.426840], [11.913450, -8.073770, 9.882190], [17.455300, -1.253080, 23.664440], [7.986150, -2.502480, 12.697500], [18.670830, -3.000080, 22.919260], [8.918680, -2.940050, 16.644030], [10.714170, -2.047550, 13.292980], [17.341260, 2.550300, 10.002500], [9.957300, 4.960360, 14.136390], [18.425030, 3.519010, 8.908040], [10.394220, 5.516770, 21.034300]],
  "atomic_forces_ev_per_a": [[-0.130, 0.382, -0.755], [-0.225, -0.630, 1.229], [0.413, -0.449, -0.592], [-1.007, 1.159, -0.406], [0.447, 0.025, 0.399], [-0.054, -0.655, -0.476], [0.646, -1.640, 0.637], [-3.097, 1.868, -1.620], [1.543, -0.006, -0.268], [-1.049, 0.777, 0.129], [1.625, 0.360, 1.576], [-1.007, 0.339, 0.760], [-0.043, 0.513, -0.764], [1.621, -0.101, -0.406], [-0.305, 1.253, -0.769], [-0.821, 0.635, -0.704], [2.577, -0.216, -0.116], [-0.638, -0.891, -0.831], [1.120, -1.825, -0.650], [0.250, 1.392, -0.180], [1.744, 0.900, 0.041], [-0.745, -1.105, 0.568], [0.899, -1.083, 0.479], [-1.335, 0.284, -0.408], [-0.814, -0.462, 0.146], [-0.494, 1.448, 0.037], [0.977, 1.468, -0.697], [0.631, -1.483, -1.151], [-1.299, 0.559, -0.210], [-0.497, -1.337, 2.284], [1.324, -0.249, 0.619], [-0.201, -0.411, -0.325], [-0.816, -1.699, 0.594], [0.126, 0.905, 0.950], [1.818, -0.624, -0.103], [-1.200, 1.861, -2.776], [-0.634, -0.200, -0.581], [0.095, 0.316, -0.062], [0.067, -0.250, 0.408], [-0.178, 0.009, -0.051], [0.265, -0.152, 0.033], [0.429, 0.756, -0.165], [0.246, -0.184, 0.224], [0.100, -0.033, 0.135], [0.460, 0.149, 0.189], [0.005, 0.192, 0.001], [-0.194, 0.197, 0.106], [-0.382, 0.268, -0.054], [0.044, -0.103, -0.118], [0.129, 0.106, 0.166], [-0.793, 0.253, 0.663], [0.049, 0.104, -0.293], [-0.492, 0.454, 0.296], [-0.126, -0.918, -0.056], [0.818, -0.047, 0.628], [-0.507, 0.853, 0.700], [-0.288, -0.004, 0.002], [-0.208, -0.069, -0.031], [-0.792, -0.112, -0.325], [-0.686, -0.209, -0.029], [0.786, -0.795, 0.763], [-0.588, -0.191, 0.904], [0.020, 0.155, 0.530], [0.173, 0.038, -0.436], [-0.053, -0.313, -0.122], [-0.719, -0.084, -0.274], [-1.070, -0.207, -1.076], [1.495, -0.835, 0.355], [-0.291, 0.298, -0.078], [-0.617, 0.341, 0.103], [-0.238, 0.334, 0.629], [0.073, -0.826, -0.303], [-0.510, 0.285, 0.355], [-0.339, -0.259, 0.153], [0.017, 0.871, 0.944], [0.076, 0.103, 0.002], [0.031, -0.157, -0.491], [0.074, 0.282, 0.218], [0.755, -0.262, -0.985], [-0.409, 0.169, -0.024], [-0.292, 0.176, -0.364], [0.550, -0.459, 0.032], [-0.210, -0.340, 0.211], [0.640, -0.301, -0.738], [0.059, -0.140, -0.155], [-0.611, 0.067, 0.187], [0.205, -0.523, 0.264], [0.924, 0.290, 0.715], [0.147, -0.050, 0.019], [0.318, -0.279, 0.376], [0.195, -0.027, 0.262]]
}



{
  "formula": "C28H53Cl2N6O6P2SSi",
  "method": "wB97M-V/def2-TZVPD",
  "e_homo_ha": -0.3773,
  "total_charge": 1,
  "orbital_gap_ha": 0.206,
  "symbols": ["Cl", "Cl", "S", "P", "P", "Si", "O", "O", "O", "O", "O", "O", "N", "N", "N", "N", "N", "N", "C", "C", "C", "C", "C", "C", "C", "C", "C", "C", "C", "C", "C", "C", "C", "C", "C", "C", "C", "C", "C", "C", "C", "C", "C", "C", "C", "C", "H", "H", "H", "H", "H", "H", "H", "H", "H", "H", "H", "H", "H", "H", "H", "H", "H", "H", "H", "H", "H", "H", "H", "H", "H", "H", "H", "H", "H", "H", "H", "H", "H", "H", "H", "H", "H", "H", "H", "H", "H", "H", "H", "H", "H", "H", "H", "H", "H", "H", "H", "H", "H"],
  "positions_angstrom": [[-6.167339, -8.410605, 3.660125], [-4.421611, -1.456661, 2.968251], [-5.165921, -5.459778, 5.628872], [-6.869095, -8.116983, 1.668506], [-2.814461, -7.662785, -2.454196], [-2.573772, -2.347590, 0.111217], [-2.121620, -6.584847, -3.254929], [5.403692, 6.462470, 1.767603], [-2.629111, -6.827390, 5.306938], [1.845176, 3.056673, -0.895089], [-6.981517, -9.636355, 0.952460], [2.592522, 5.752514, -6.469198], [-5.610917, -3.874931, 2.801114], [-2.009610, -6.157994, 3.247400], [2.008830, 6.374196, -3.730814], [-3.182282, -5.604003, 3.617487], [1.043977, 0.558586, 0.262625], [5.907878, 4.606991, -0.359678], [-2.608866, -2.515527, -1.814179], [-3.454481, -5.522088, -0.620954], [6.356589, 5.998088, -0.485485], [-3.626074, -5.969452, 4.847385], [5.556217, 6.937943, 0.436187], [-5.545537, -7.113803, 0.748224], [-2.694221, -0.480652, 0.428316], [-6.365292, -3.412866, 4.015897], [3.797203, 5.038638, -6.689653], [-5.906971, -5.126037, 2.345473], [2.829199, 4.081054, -3.740728], [-4.840124, -7.725937, -0.376562], [2.770317, 2.309877, -0.117900], [7.863411, 6.055503, -0.254056], [6.504877, 6.728512, 2.619741], [2.119536, 1.339881, 0.885590], [-0.854301, -2.893333, 0.788568], [1.743487, 5.025311, -4.245585], [-1.677641, -6.924692, 4.346907], [-3.773246, -6.893722, -1.052441], [-4.639601, -3.036614, 2.182190], [-5.210356, -5.727888, 1.189495], [1.338531, 4.217786, -0.254138], [1.588970, 5.022194, -5.778581], [1.573242, 2.029282, 2.131956], [-5.430982, -3.656459, 5.262587], [-3.860859, -3.451903, 0.994141], [-4.165904, -4.867136, 0.526078], [2.299658, 2.737075, 2.538851], [-3.735932, -0.132249, 0.140200], [2.797117, 6.749140, -4.257001], [1.511417, 4.001233, -6.173251], [3.618091, 3.975043, -6.870832], [7.235154, 5.918508, 2.560251], [-6.692997, -5.739284, 2.859090], [-0.015696, -2.355636, 0.253009], [-6.756124, -2.369810, 3.913541], [4.920303, 4.560726, -0.604105], [4.282364, 5.462091, -7.570481], [4.476547, 5.170497, -5.844741], [0.645593, 5.520954, -6.022818], [1.044230, 4.928024, -1.029301], [-1.593605, -2.852166, -2.190369], [5.969858, 7.953994, 0.432327], [-0.719309, -7.499877, 4.354519], [6.980315, 7.686283, 2.390884], [0.643416, 2.566987, 1.939562], [1.235335, 6.981914, -3.992254], [6.177174, 6.323181, -1.515709], [-3.604946, -8.535647, -3.254424], [5.921141, 4.374213, 0.632848], [-2.800135, -1.514728, -2.298038], [-3.415276, -3.229106, -2.131675], [3.342618, 1.715330, -0.837234], [3.835616, 4.467209, -3.913697], [1.359049, 1.291735, 2.909217], [8.167349, 5.537143, 0.656655], [3.488751, 2.976762, 0.374149], [-2.630812, -5.022527, -1.182065], [-7.263341, -4.090605, 4.117176], [2.898053, 0.645315, 1.217971], [8.211525, 7.089761, -0.191445], [0.793727, 4.678725, -3.822564], [-6.055753, -9.940793, 0.819097], [2.751977, 3.101666, -4.220915], [-0.756886, -4.012035, 0.734962], [4.540243, 7.015841, 0.036299], [2.086117, 4.694309, 0.386393], [-1.923603, 0.022199, -0.221892], [8.391850, 5.578437, -1.082446], [2.727405, 3.929782, -2.664083], [-5.090534, -8.773322, -0.666635], [-1.794656, -8.469183, -1.832630], [-2.477114, -0.209937, 1.496941], [-4.404266, -3.213816, 5.116883], [-0.854774, -2.635490, 1.894596], [0.413770, 1.220147, -0.190145], [-5.835602, -3.179669, 6.203558], [1.434083, 0.028888, -0.514505], [0.444243, 3.972351, 0.323191], [6.135331, 6.762949, 3.645923]],
  "atomic_forces_ev_per_a": [[0.394, -0.072, -1.160], [-0.217, -1.549, -0.822], [0.589, -0.443, 0.072], [-1.756, 0.049, -0.297], [2.289, 2.341, -0.759], [2.162, 0.969, -0.833], [-1.079, -1.109, 0.827], [0.135, 0.288, -0.161], [-0.051, -0.241, 0.897], [0.156, -0.027, 0.483], [2.200, 1.943, 0.733], [-0.138, -0.374, 0.022], [-0.207, -0.333, -1.123], [0.294, -2.100, 4.303], [-0.186, 0.053, -0.159], [-2.764, 0.911, 1.069], [0.034, -0.095, -0.242], [-0.293, 0.074, 0.060], [-0.123, -0.111, -0.062], [-1.081, -2.086, 0.238], [0.190, -0.025, 0.352], [3.389, 0.389, -3.964], [-0.270, -0.083, -0.190], [2.326, -0.936, -1.209], [-0.660, 0.235, 0.302], [-0.123, -0.957, 0.858], [0.114, 0.335, -0.029], [1.338, -0.358, -1.571], [0.099, -0.105, 0.203], [0.254, 3.330, 1.781], [0.104, -0.280, -0.208], [0.189, 0.053, -0.156], [-0.154, -0.266, 0.160], [-0.215, 0.339, 0.058], [-0.580, -0.270, 0.552], [0.428, -0.014, -0.160], [-1.020, 2.119, -3.033], [-1.589, 0.616, 1.876], [1.102, -1.332, -1.935], [0.257, 1.304, 0.438], [-0.289, 0.014, -0.254], [-0.263, 0.224, 0.042], [0.039, -0.045, 0.248], [1.017, 0.775, 0.004], [-3.189, -1.663, 2.490], [-0.347, -1.049, -0.307], [-0.047, -0.005, -0.039], [1.256, -0.088, 0.356], [-0.010, -0.067, 0.132], [0.136, -0.045, 0.057], [-0.028, -0.003, 0.088], [0.172, 0.143, 0.011], [0.836, 1.087, -0.314], [-0.960, -0.642, 0.684], [0.746, -0.887, 0.026], [0.085, -0.032, -0.156], [-0.110, 0.015, 0.006], [0.067, -0.215, -0.012], [0.083, 0.069, -0.023], [0.129, -0.047, -0.043], [-1.247, 0.117, 0.436], [0.131, -0.049, 0.057], [-1.418, 0.335, 0.797], [0.023, -0.042, -0.077], [0.062, -0.007, -0.085], [0.012, -0.022, 0.126], [-0.124, 0.004, 0.069], [-0.191, 0.121, 0.758], [0.117, -0.011, -0.102], [0.043, -1.001, 0.616], [0.868, 0.676, -0.089], [-0.074, 0.042, -0.042], [-0.075, 0.054, -0.126], [0.004, 0.006, -0.095], [-0.093, 0.026, -0.006], [-0.108, 0.029, 0.120], [-0.842, -0.381, 0.579], [0.991, 0.754, -0.236], [0.009, 0.017, -0.135], [-0.020, -0.041, 0.027], [-0.036, 0.066, -0.093], [-0.734, -0.485, -0.008], [0.020, 0.036, 0.002], [0.187, 0.999, -0.083], [0.007, -0.068, 0.072], [-0.005, -0.070, 0.045], [-0.811, -0.571, 0.563], [-0.085, -0.012, 0.060], [-0.010, 0.038, -0.229], [0.390, 1.110, 0.008], [-1.008, -0.082, -0.016], [-0.219, -0.143, -1.122], [-1.149, -0.341, 0.008], [0.258, -0.181, -1.244], [0.054, -0.016, 0.108], [0.213, -0.739, -1.049], [0.005, -0.031, 0.088], [0.065, 0.118, 0.169], [-0.071, 0.024, -0.074]]
}